# 1
# C33H37BF3N9O2SV

C33H37BF3N9O2SV as an isolated structure at a distorted geometry (ωB97M-V/def2-TZVPD, OMol25).

Each line ends with the Löwdin spin population.
Geometry (Å):
V 0.491 0.703 0.543  2.728
S 2.025 -0.320 3.437  0.018
F 4.896 0.422 4.473  0.000
F 6.611 -0.202 3.298  0.000
F 5.183 -1.685 4.015  0.000
O 0.334 -0.442 -1.215  0.016
O 0.670 2.319 1.820  0.042
N -1.771 1.159 -0.046  0.006
N 1.105 1.993 -0.979  -0.009
N -1.489 -0.035 2.560  0.009
N -2.474 -0.844 2.083  0.001
N -1.456 -2.212 0.195  0.002
N 1.001 1.495 -2.299  0.008
N -2.603 0.094 -0.286  0.003
N 2.568 0.106 0.888  0.004
N -0.205 -2.126 0.723  0.013
C -0.849 0.982 4.694  0.000
C 0.605 0.231 -4.791  0.001
C 1.833 3.821 0.389  0.008
C 5.281 -0.375 1.071  0.010
C 0.487 -3.134 0.216  0.003
C -1.546 -3.265 -0.650  0.002
C 0.211 -1.811 -6.009  0.001
C 3.336 0.040 -0.195  0.014
C 3.095 -0.132 2.144  0.010
C 4.527 -0.278 2.213  0.000
C -0.320 -3.897 -0.653  0.001
C 2.225 3.851 -2.093  0.006
C -2.897 -0.594 4.223  0.000
C 4.690 -0.243 -0.177  -0.001
C 1.691 3.153 -0.870  0.040
C -4.669 -0.427 -1.661  0.001
C 0.191 -1.809 -3.597  0.001
C 0.480 -0.446 -5.998  0.000
C -3.576 0.463 -1.156  0.003
C -3.351 1.778 -1.512  0.001
C 5.264 -0.429 3.508  0.000
C -3.337 -1.190 3.065  0.000
C 0.068 -2.488 -4.807  0.000
C -2.765 -3.617 -1.438  0.000
C 1.506 4.246 2.833  0.004
C -1.552 3.506 -0.782  0.001
C -1.734 0.123 3.848  0.001
C 0.581 0.258 -2.257  0.010
C -2.212 2.165 -0.789  0.005
C -4.529 -2.073 2.847  0.000
C 1.927 -3.349 0.559  0.000
C 0.463 -0.448 -3.585  0.000
C 1.313 3.389 1.605  0.031
B -2.568 -1.207 0.594  0.001
H -2.693 -4.651 -1.781  0.000
H 0.528 4.434 3.291  0.001
H 5.253 -0.313 -1.099  0.000
H -5.241 -1.635 2.141  0.000
H 0.076 -2.315 -2.643  0.000
H -4.285 -1.176 -2.353  0.000
H -5.181 -0.957 -0.860  0.000
H -2.301 4.291 -0.910  0.000
H -4.243 -3.051 2.448  0.000
H 2.097 3.678 3.558  0.001
H -3.625 -1.762 0.419  0.000
H -0.144 -3.552 -4.802  0.000
H -2.861 -2.983 -2.324  0.000
H 0.814 1.294 -4.754  0.000
H -1.016 3.670 0.154  0.000
H -3.933 2.374 -2.200  0.000
H -3.680 -3.506 -0.853  0.000
H 0.111 -2.339 -6.951  0.000
H 2.583 -2.919 -0.204  0.000
H 0.590 0.094 -6.932  0.000
H -0.142 1.519 4.055  0.000
H 6.350 -0.538 1.151  0.001
H -0.051 -4.788 -1.208  0.000
H 1.999 5.194 2.622  0.000
H -5.399 0.179 -2.201  0.000
H -0.270 0.384 5.408  0.000
H 1.433 3.997 -2.834  0.002
H 2.827 0.225 -1.134  0.001
H 2.356 4.768 0.383  0.000
H 2.162 -2.872 1.512  0.000
H 2.983 3.232 -2.580  0.002
H -5.043 -2.226 3.799  0.000
H 2.157 -4.416 0.631  0.000
H 2.658 4.815 -1.820  0.000
H -1.441 1.703 5.265  0.000
H -3.354 -0.663 5.202  0.000
H -0.827 3.590 -1.592  0.000

Force components x, y, z for each atom (eV/Å):
V -0.921 -0.144 0.377
S 0.320 0.008 -0.044
F 0.199 -0.130 -0.044
F -0.299 -0.151 0.480
F 0.145 0.234 0.125
O 0.180 0.292 -0.561
O -0.062 0.047 0.016
N 0.032 -0.438 -0.451
N 0.309 0.161 -0.459
N -0.292 -0.303 -0.049
N 0.114 0.158 -0.252
N 0.228 0.116 0.068
N -0.018 0.215 0.410
N -0.115 0.312 0.243
N 0.245 -0.015 0.261
N -0.321 -0.293 -0.028
C 0.116 0.034 -0.031
C 0.029 0.063 -0.195
C -0.043 -0.049 -0.144
C 0.269 0.070 -0.287
C -0.095 0.060 0.126
C -0.022 0.064 0.158
C -0.005 -0.008 -0.055
C 0.009 -0.015 -0.040
C 0.080 -0.169 -0.307
C -0.350 0.032 0.215
C 0.098 -0.101 -0.040
C 0.038 0.005 -0.092
C 0.076 0.128 0.195
C -0.114 0.024 -0.112
C -0.087 -0.084 0.218
C 0.057 0.056 0.010
C -0.046 -0.200 -0.104
C 0.019 0.114 0.124
C 0.261 -0.068 0.078
C -0.036 -0.002 0.022
C -0.081 0.009 -0.345
C 0.047 -0.056 -0.151
C 0.005 0.031 0.214
C -0.037 0.002 0.019
C -0.016 0.057 0.198
C 0.031 0.013 0.020
C 0.036 0.062 0.054
C 0.130 -0.513 -0.083
C 0.031 -0.005 0.169
C 0.009 -0.016 0.033
C 0.021 0.093 0.032
C -0.129 0.249 0.245
C 0.006 -0.099 0.012
B 0.005 -0.037 -0.125
H 0.017 0.005 0.005
H 0.101 -0.006 -0.053
H -0.024 0.010 0.076
H 0.062 0.007 0.046
H 0.013 0.031 -0.099
H 0.037 -0.055 -0.011
H -0.009 0.001 0.073
H -0.036 0.014 0.027
H 0.007 0.081 0.040
H -0.038 0.044 -0.041
H 0.025 0.036 -0.051
H 0.003 0.011 -0.011
H 0.006 0.035 0.001
H -0.016 -0.086 -0.030
H -0.014 -0.035 -0.053
H 0.026 -0.033 0.049
H 0.050 -0.002 -0.012
H 0.003 0.003 0.009
H -0.043 0.025 0.027
H -0.002 -0.011 -0.001
H -0.121 -0.111 0.084
H -0.105 0.000 -0.045
H -0.015 0.112 0.050
H 0.021 0.026 -0.011
H 0.033 0.002 0.022
H -0.054 0.042 -0.101
H 0.024 -0.008 0.068
H 0.041 -0.027 0.000
H 0.010 0.003 -0.008
H -0.022 0.026 -0.024
H -0.038 0.028 0.023
H 0.045 0.010 -0.049
H -0.032 0.033 0.010
H -0.014 -0.038 -0.025
H -0.027 0.010 0.009
H 0.070 0.019 -0.092
H -0.040 -0.015 -0.022

Properties
Energy, eV: -97686.83171
Total charge: -2
Orbital gap (spin up / spin down), eV: 5.1 / 6.1
2S+1: 4

# 2
# C33H37BrCeFN10O7PS2

C33H37BrCeFN10O7PS2 as an isolated structure at a distorted geometry (ωB97M-V/def2-TZVPD, OMol25).

Each line ends with the Löwdin spin population.
Geometry (Å):
Ce -0.196 -0.050 -1.733  1.010
Br 0.959 0.303 -6.633  0.000
S 1.470 1.583 -0.034  -0.002
S 0.128 2.836 -1.031  0.000
P -2.776 -1.695 -4.152  0.000
F -1.963 1.597 4.251  0.000
O -0.115 4.187 -0.541  0.000
O 3.010 -3.089 -0.601  0.000
O -1.134 1.943 -0.934  -0.002
O 0.708 2.718 -2.401  0.001
O 4.522 3.903 -5.697  0.000
O -0.386 -1.008 0.517  -0.001
O 1.641 -1.432 -1.231  -0.003
N -0.648 -3.366 -5.102  0.000
N -0.003 1.356 6.407  0.000
N -2.781 0.766 -5.631  0.000
N -0.211 -2.243 -3.199  -0.001
N 0.394 3.377 8.087  0.000
N -2.600 -1.021 -1.389  0.000
N 2.267 -1.742 3.512  0.000
N -1.321 0.615 -3.958  -0.002
N 2.243 0.786 -4.059  0.000
N -4.612 -1.755 -1.993  0.000
C 2.919 2.153 -5.952  0.000
C 0.634 -1.072 1.291  0.000
C 0.921 1.038 7.502  0.000
C -1.403 1.946 -4.420  0.000
C -0.797 0.265 2.920  0.000
C -2.277 2.057 -5.441  0.000
C -3.517 -0.954 -0.256  0.001
C -2.287 -0.058 -4.637  0.000
C 1.335 -0.730 3.683  0.000
C 0.095 0.671 5.220  0.000
C -5.671 -2.294 -2.815  0.000
C 3.915 2.487 -3.759  0.000
C 0.675 -3.690 -4.645  0.000
C 1.868 -1.809 1.075  0.000
C 2.515 -2.210 2.268  0.000
C 0.409 -0.470 2.599  0.000
C 2.195 1.118 -5.385  0.000
C 1.173 -0.160 4.918  0.000
C 0.930 -2.919 -3.540  0.000
C 3.175 -2.221 4.559  0.000
C -1.250 1.984 6.876  0.000
C -4.752 -1.326 -0.643  0.000
C 2.236 -2.165 -0.333  0.000
C 4.576 -1.543 4.589  0.000
C 3.121 1.462 -3.303  0.000
C -0.918 0.758 4.178  0.000
C -3.305 -1.523 -2.409  0.000
C -1.018 2.866 8.053  0.000
C -1.331 -4.047 -6.203  0.000
C -3.941 0.358 -6.465  0.000
C 3.840 2.871 -5.106  0.000
C 1.446 2.287 8.156  0.000
C -1.183 -2.517 -4.139  0.001
H 5.199 -1.991 5.385  0.000
H -5.383 -3.283 -3.207  0.000
H -4.208 -0.694 -6.259  0.000
H 0.528 4.016 7.274  0.000
H -1.736 3.755 8.040  0.000
H 4.512 -0.481 4.890  0.000
H -5.770 -1.569 -3.639  0.000
H 3.333 -3.280 4.296  0.000
H 0.363 0.463 8.252  0.000
H 1.947 -0.325 5.693  0.000
H 1.655 0.331 7.153  0.000
H -1.660 2.584 6.074  0.000
H -1.557 0.429 2.108  0.000
H 2.313 2.636 7.574  0.000
H -0.655 -4.072 -7.039  0.000
H -2.558 2.946 -5.999  0.000
H 0.479 3.981 8.914  0.000
H -1.529 -5.114 -5.864  0.000
H -0.623 2.630 -4.080  0.000
H -2.233 -3.473 -6.381  0.000
H 3.175 1.137 -2.254  0.000
H 1.785 -2.846 -2.822  0.000
H -3.660 0.487 -7.546  0.000
H -6.568 -2.309 -2.214  0.000
H 1.737 2.133 9.195  0.000
H 2.693 -2.154 5.547  0.000
H -4.788 1.042 -6.224  0.000
H 5.111 -1.751 3.664  0.000
H -1.126 2.347 9.031  0.000
H 1.236 -4.490 -5.162  0.000
H -3.195 -0.713 0.779  0.000
H -5.713 -1.478 -0.166  0.000
H 2.814 2.473 -6.990  0.000
H 5.329 4.045 -5.198  0.000
H 3.315 -2.927 2.171  0.000
H 4.538 3.085 -3.071  0.000
H -2.019 1.251 7.185  0.000

Force components x, y, z for each atom (eV/Å):
Ce 1.430 -0.426 0.299
Br 0.249 -0.225 0.797
S -0.133 1.146 0.412
S 0.393 -0.514 0.374
P -1.214 -1.356 -1.133
F -0.864 0.619 1.248
O 0.328 -1.375 -0.359
O -0.360 0.643 0.724
O 0.521 1.366 -0.388
O -1.306 0.281 0.560
O -0.334 -0.861 0.491
O 1.599 -0.382 0.496
O 0.793 -0.465 1.066
N 1.274 0.041 2.290
N 0.316 1.120 1.559
N -1.435 -0.797 0.863
N -1.660 -0.176 -1.866
N -0.069 1.152 -0.290
N -2.136 -0.387 1.372
N 0.525 0.425 -0.618
N -2.214 1.154 -1.179
N -0.156 -0.100 -2.052
N 1.082 0.663 0.854
C 1.150 0.857 0.912
C -2.074 0.101 -0.335
C -1.993 -0.880 0.159
C 1.961 -1.322 0.576
C 2.178 -1.560 -1.486
C -0.412 -1.204 -0.191
C 1.985 0.299 -0.728
C 2.182 2.887 0.144
C -1.395 -0.843 -2.121
C -1.119 -0.787 -2.285
C 0.512 0.592 -0.760
C 0.907 1.463 -0.707
C -1.299 0.138 -1.191
C -0.623 0.384 2.343
C -0.615 0.771 -2.721
C 0.177 -0.151 2.084
C 0.183 0.802 1.496
C 0.124 0.961 1.962
C -0.281 -0.584 0.798
C 0.799 -0.337 0.202
C -0.119 -0.902 -0.962
C 0.409 -1.458 -2.400
C 0.032 -0.531 -1.604
C -0.463 -0.220 0.965
C -0.527 -0.886 0.178
C 1.088 0.538 -0.096
C -0.562 0.766 2.115
C -0.531 0.994 1.777
C 0.194 -0.963 1.624
C 0.309 1.046 -0.577
C -1.475 -1.069 -0.704
C 0.958 0.404 -0.991
C 3.160 -0.315 0.985
H -0.454 -0.117 -0.262
H -0.384 0.389 0.215
H 0.226 0.665 -0.095
H 0.172 -0.770 0.469
H 1.104 -1.193 0.113
H 0.050 -0.295 -0.758
H -0.494 -0.638 0.032
H -0.135 0.324 0.507
H -0.072 -0.087 0.106
H -0.629 0.006 -0.994
H 0.547 0.511 0.278
H -0.072 -0.092 -0.147
H 0.989 0.019 1.117
H -0.293 0.177 0.430
H -0.019 0.110 -0.492
H -0.020 -0.566 -0.126
H 0.092 -0.144 -0.256
H -0.124 1.311 -0.629
H -0.655 0.037 0.120
H -0.187 -0.329 -0.386
H -0.141 0.340 -0.486
H -0.737 -0.236 -1.166
H -0.393 -0.221 1.031
H -0.270 -0.242 -0.083
H -0.138 0.068 -0.085
H 0.084 -0.210 -0.529
H 0.471 -0.658 -0.275
H -0.097 0.574 -0.119
H -0.123 0.260 -0.664
H -0.327 0.919 0.361
H -0.038 0.045 -1.280
H 0.349 0.185 0.126
H 0.027 -0.304 0.347
H 0.168 0.286 0.165
H 0.177 -0.135 0.036
H -0.313 -0.588 -0.313
H 0.209 0.070 -0.291

Properties
Energy, eV: -180699.67508
Total charge: +1
Orbital gap (spin up / spin down), eV: 5.2 / 5.2
2S+1: 2

# 3
# C33H37BrGaN4O3S

C33H37BrGaN4O3S as an isolated structure (ωB97M-V/def2-TZVPD, OMol25).

Each line ends with the Löwdin charge.
Geometry (Å):
Br 1.040 -0.390 2.124  1.016
Ga -0.109 -0.154 -0.318  0.244
S 0.042 0.045 -3.022  0.680
O 0.332 1.241 -3.754  -0.259
O -0.396 -1.940 -0.003  -0.111
O 1.082 -0.465 -2.090  -0.281
N -1.991 0.608 0.448  0.093
N 2.041 3.428 0.125  -0.095
N -1.117 0.155 -1.938  -0.128
N 0.747 1.701 -0.221  0.006
C -4.955 1.757 -1.465  -0.025
C -2.386 0.715 -1.918  -0.231
C -2.162 -5.936 0.363  -0.064
C -0.005 -4.845 4.898  -0.559
C -4.538 1.579 0.992  0.022
C -4.136 1.426 -0.354  -0.139
C 0.415 -2.801 3.479  -0.074
C -3.188 1.051 -2.970  0.016
C 0.954 3.886 -0.590  -0.009
C -0.127 -4.073 3.582  -0.160
C -0.681 -1.898 -6.419  -0.057
C -0.733 -4.069 6.005  -0.045
C 1.477 -4.993 5.273  -0.045
C 1.877 2.116 0.328  -0.150
C -2.880 -3.693 -0.346  -0.029
C -0.923 -3.899 1.246  -0.070
C -0.296 -0.920 -5.515  -0.047
C -2.850 0.918 -0.581  -0.134
C -0.871 -2.421 -3.678  -0.040
C -0.617 -6.243 4.799  -0.063
C -2.402 0.763 1.686  -0.079
C -4.481 1.579 -2.730  -0.048
C -0.777 -4.580 2.454  0.047
C -0.396 -1.202 -4.159  -0.280
C -1.649 -4.529 0.048  -0.516
C -1.156 -3.121 -5.961  -0.053
C -0.658 -4.638 -1.124  -0.032
C 0.158 2.810 -0.806  -0.068
C -0.353 -2.618 1.141  -0.341
C 3.173 4.234 0.601  0.021
C 0.286 -2.135 2.281  -0.496
C -3.684 1.245 2.004  -0.019
C -1.250 -3.384 -4.596  -0.050
H -0.134 -6.844 4.024  0.092
H 1.951 -4.023 5.448  0.078
H 0.140 -5.341 -0.874  0.100
H -2.672 -6.328 -0.520  0.091
H -1.350 -6.627 0.604  0.092
H -1.217 -5.564 2.525  0.088
H 3.180 4.279 1.687  0.099
H -1.690 -6.204 4.591  0.089
H -0.931 -2.607 -2.611  0.079
H -1.168 -5.015 -2.017  0.080
H -2.627 -2.664 -0.589  0.066
H 3.067 5.239 0.206  0.096
H -0.485 -6.761 5.751  0.090
H -5.531 1.960 1.210  0.130
H -3.603 -3.680 0.475  0.093
H -3.372 -4.146 -1.214  0.090
H -1.794 -3.955 5.767  0.091
H -0.608 -1.705 -7.482  0.114
H -0.196 -3.678 -1.365  0.058
H -2.835 0.906 -3.985  0.122
H 1.574 -5.579 6.191  0.089
H 2.031 -5.503 4.481  0.094
H 2.607 1.497 0.827  0.120
H -5.949 2.151 -1.293  0.120
H -5.105 1.837 -3.578  0.116
H 4.108 3.812 0.243  0.101
H -0.765 2.757 -1.357  0.118
H 0.078 0.042 -5.844  0.117
H -1.698 0.504 2.470  0.097
H -1.456 -3.879 -6.675  0.113
H -1.617 -4.343 -4.249  0.106
H 0.854 4.917 -0.892  0.135
H -0.652 -4.602 6.957  0.089
H -2.880 -5.937 1.188  0.091
H 0.936 -2.333 4.307  0.110
H -3.971 1.348 3.041  0.116
H -0.306 -3.072 6.144  0.078

Force components x, y, z for each atom (eV/Å):
Br 0.140 0.003 0.231
Ga -0.487 0.406 0.082
S 0.101 0.064 0.037
O -0.046 0.028 0.097
O 0.091 0.330 -0.089
O 0.163 -0.088 -0.197
N -0.087 -0.037 -0.243
N 0.103 0.165 0.090
N -0.337 0.113 -0.067
N -0.191 0.048 0.036
C -0.012 0.003 0.084
C 0.351 -0.109 0.161
C 0.035 -0.077 -0.027
C -0.002 0.013 -0.052
C -0.119 0.042 -0.002
C -0.088 0.035 0.029
C -0.002 -0.054 0.044
C -0.132 0.056 -0.144
C 0.175 -0.075 0.079
C -0.036 -0.069 0.001
C -0.029 -0.106 -0.043
C -0.033 0.022 0.032
C 0.057 0.008 -0.014
C 0.086 0.151 -0.212
C -0.030 -0.019 0.098
C -0.070 -0.183 0.059
C 0.011 -0.044 0.025
C 0.158 -0.060 0.094
C 0.054 0.190 -0.130
C -0.031 -0.047 0.005
C -0.025 0.019 0.026
C 0.078 -0.036 -0.119
C -0.147 -0.004 0.042
C -0.088 -0.142 -0.089
C 0.076 0.019 0.014
C 0.011 -0.003 -0.011
C 0.062 -0.072 -0.014
C 0.090 -0.165 0.069
C 0.126 -0.152 0.204
C -0.153 -0.124 -0.131
C -0.001 0.130 -0.114
C 0.076 -0.034 0.047
C -0.008 -0.019 -0.019
H -0.024 0.041 0.054
H -0.037 -0.071 -0.024
H -0.037 0.019 -0.019
H 0.019 0.010 0.054
H -0.038 0.050 0.007
H 0.059 0.044 -0.009
H -0.045 -0.022 0.033
H 0.072 0.000 0.010
H -0.073 0.166 -0.242
H 0.019 -0.005 0.102
H 0.076 0.093 -0.061
H -0.016 0.022 -0.024
H -0.018 0.018 -0.046
H 0.079 -0.028 -0.024
H 0.045 0.003 -0.052
H 0.064 0.051 0.064
H 0.064 -0.005 0.017
H -0.013 -0.023 0.047
H -0.030 -0.344 0.192
H -0.043 0.017 0.039
H -0.006 0.048 -0.056
H -0.033 0.023 0.054
H -0.065 0.052 -0.010
H 0.051 -0.021 0.011
H 0.058 -0.024 0.041
H -0.006 -0.030 -0.019
H 0.037 -0.042 0.061
H -0.045 -0.089 0.044
H -0.034 0.009 -0.028
H 0.018 0.044 0.046
H 0.022 0.079 -0.054
H 0.029 -0.116 0.062
H -0.002 0.033 -0.062
H 0.044 0.004 -0.073
H -0.061 -0.055 -0.084
H 0.015 -0.006 -0.019
H -0.032 -0.076 -0.006

Properties
Energy, eV: -180176.37546
Total charge: +1
Orbital gap, eV: 7.6

Table of energy relative to the best compared isomer or geometry (same formula, charge and spin) (kcal/mol), in record order: 4.9, 24.8, 7.5